{"formula": "C3H8N2O2", "method": "wB97M-V/def2-TZVPD", "elements": ["N", "C", "O", "O", "H", "H", "H", "C", "N", "C", "H", "H", "H", "H", "H"], "positions_angstrom": [[2.427, -1.251, 1.506], [1.845, -0.952, 0.443], [0.836, -1.684, -0.093], [2.237, 0.133, -0.238], [2.067, -2.086, 1.949], [0.470, -1.321, -0.913], [1.691, 0.315, -1.014], [-0.497, 1.690, 0.122], [-1.209, 0.730, 0.481], [-2.182, 0.164, -0.396], [0.226, 2.086, 0.821], [-0.555, 2.170, -0.867], [-2.156, 0.581, -1.420], [-2.031, -0.921, -0.418], [-3.171, 0.346, 0.038]], "smiles": "N=C(O)O.C=NC", "e_above_lowest_ev": 2.3206, "total_energy_ev": -10314.632, "largest_force_ev_per_a": 0.76, "mol_weight_g_mol": 104.1}